A molecular structure, C48H126CrN10O15 in a non-equilibrium geometry. Source: the Open Molecules 2025 dataset; level of theory: wB97M-V/def2-TZVPD.

```
200
Properties=species:S:1:pos:R:3:forces:R:3
Cr -14.6468 19.1217 -1.2299 0.05 1.41 0.49
O -14.9506 21.0258 -0.3845 -0.54 -1.43 -0.51
C -16.1829 21.5362 -0.8039 0.40 0.61 -0.51
C -16.9512 20.7123 -1.9008 0.05 -0.18 0.26
O -16.7069 19.3314 -1.9381 1.14 0.54 0.32
H -15.9834 22.5181 -1.2778 -0.16 0.13 -0.16
H -16.8468 21.8405 0.0234 0.08 -0.74 0.29
H -16.7321 21.2064 -2.8600 0.18 -0.16 -0.28
H -18.0309 20.8845 -1.7474 -0.03 0.20 -0.05
C -9.7086 25.4795 4.3952 0.58 -0.20 0.12
O -10.9188 26.0127 3.9272 -0.06 -0.30 0.15
C -12.0539 25.4768 4.5924 0.05 1.10 0.22
C -13.3067 25.9072 3.8600 -0.55 -0.90 0.68
N -13.4885 25.0897 2.6737 -0.20 0.07 0.57
C -14.8273 25.2048 2.1040 1.00 -0.62 -1.74
C -14.8581 24.7140 0.6498 0.57 0.63 -0.32
O -14.4551 25.8172 -0.1678 0.49 0.04 0.15
C -14.0182 25.4450 -1.4590 -0.42 0.44 0.11
H -8.9012 26.0814 3.9826 -0.01 -0.07 -0.17
H -9.5647 24.4290 4.1182 -0.13 -0.01 -0.32
H -9.5662 25.4817 5.4831 -0.47 0.36 0.13
H -12.0968 25.8877 5.6098 0.14 -0.05 0.09
H -11.9987 24.3887 4.6732 -0.05 -0.09 -0.19
H -13.4313 26.9918 3.7419 0.68 0.11 -0.43
H -14.1273 25.7104 4.5640 -0.08 -0.44 -0.13
H -12.7015 25.2243 2.0524 -0.36 0.25 -0.43
H -15.1505 26.2452 2.0023 -0.28 -0.06 0.57
H -15.5244 24.5564 2.6368 0.39 0.45 0.34
H -15.8571 24.4197 0.3141 1.64 0.14 0.76
H -14.1782 23.8829 0.4452 0.02 -0.14 0.29
H -13.2720 26.1713 -1.7874 0.30 -0.11 0.19
H -14.8434 25.5624 -2.1673 0.20 -0.70 0.36
H -13.6056 24.4345 -1.4618 0.06 -0.06 -0.14
C -20.7565 23.3097 -4.2345 0.02 0.07 -0.72
O -20.0940 24.3439 -3.5393 -0.83 -0.45 0.24
C -19.8166 23.9516 -2.2181 0.73 -0.31 0.80
C -19.0998 25.1352 -1.5791 -0.92 0.51 -0.63
N -18.9250 25.1127 -0.1448 -0.28 -0.55 -0.54
C -18.0158 24.1043 0.3633 -0.21 0.82 1.05
C -17.8980 24.2289 1.8847 0.08 0.28 -0.73
O -17.4722 25.5629 2.1549 -0.67 -0.37 0.18
C -17.4471 25.8130 3.5354 -0.01 0.95 0.33
H -20.0720 22.4799 -4.4350 0.03 -0.07 -0.06
H -21.1162 23.7246 -5.1759 0.25 0.02 -0.10
H -21.6489 22.8958 -3.7527 0.09 0.22 0.51
H -19.2115 23.0296 -2.2212 0.24 0.11 -0.09
H -20.6946 23.6799 -1.6142 -0.32 0.32 -0.31
H -19.7893 25.9688 -1.7550 0.09 0.05 -0.14
H -18.2284 25.3666 -2.2088 0.39 -0.21 0.37
H -18.7155 26.0626 0.1237 0.37 -0.23 0.57
H -16.9733 24.2216 0.0398 -1.81 -0.43 -0.92
H -18.3851 23.1077 0.1324 0.05 0.03 -0.20
H -17.1196 23.5359 2.2209 -0.13 -0.26 0.19
H -18.8434 24.0117 2.3886 -0.06 0.04 0.05
H -18.4219 25.6201 3.9931 0.09 -0.29 0.08
H -17.2404 26.8742 3.6982 -0.07 0.03 -0.28
H -16.6272 25.3058 4.0571 -0.32 -0.42 0.00
C -12.9092 13.8434 -4.7449 0.33 -0.79 -0.22
O -13.6034 14.9094 -4.1694 -0.22 0.41 -0.45
C -13.5104 14.9373 -2.7734 0.17 0.25 0.64
C -14.2421 16.1259 -2.1351 -0.05 -0.78 -0.27
N -13.6381 17.4611 -2.2925 -0.70 -0.27 -1.37
C -13.7728 17.8468 -3.7266 0.34 0.48 -0.19
C -13.1139 19.1989 -3.9835 -0.92 -0.40 0.36
O -13.7120 20.1719 -3.1296 0.45 -0.42 -0.36
C -13.4236 21.4906 -3.5114 0.58 0.23 0.06
H -12.9547 13.8555 -5.8343 -0.01 0.68 0.04
H -13.3369 12.8564 -4.5183 -0.03 0.13 0.55
H -11.8613 13.8653 -4.4241 0.04 -0.15 -0.09
H -12.4729 15.0092 -2.4069 0.24 -0.19 -0.38
H -13.9092 13.9926 -2.3812 -0.14 0.10 0.20
H -14.3127 15.8525 -1.0827 0.03 0.31 0.11
H -15.2527 16.1511 -2.5513 -0.09 0.20 0.17
H -12.6262 17.4362 -2.1721 -0.03 -0.19 0.76
H -14.8299 17.8566 -3.9977 0.04 0.01 0.02
H -13.2370 17.1266 -4.3481 -0.27 -0.02 -0.16
H -13.2910 19.5055 -5.0170 0.27 -0.15 -0.15
H -12.0501 19.0555 -3.7695 0.16 0.48 -0.15
H -13.8669 22.1620 -2.7765 -0.16 -0.11 0.02
H -13.8185 21.7285 -4.5059 0.75 -1.16 0.74
H -12.3475 21.7041 -3.5555 0.15 -0.21 0.18
C -10.6951 21.1195 -0.5552 0.27 0.22 0.37
C -11.3014 19.8105 -1.0773 1.02 0.15 0.93
C -10.2693 18.6862 -0.9486 -0.19 0.23 -0.83
O -10.6960 17.5493 -1.6846 -0.30 -0.16 -0.03
C -9.6544 16.6996 -2.1103 0.18 0.12 0.17
N -12.5573 19.4946 -0.3468 0.10 0.89 -0.70
H -9.7819 21.3820 -1.0962 -0.14 -0.01 -0.19
H -10.4322 21.1362 0.5038 -0.12 -0.37 0.10
H -11.4264 21.9218 -0.6623 0.03 0.04 -0.14
H -11.4403 20.0773 -2.1247 -0.54 -0.77 -0.10
H -10.0976 18.4099 0.0959 0.03 0.10 0.12
H -9.3317 19.0227 -1.4058 0.08 0.15 0.25
H -10.1174 15.9111 -2.6988 0.12 -0.06 -0.03
H -9.0931 16.2656 -1.2754 -0.21 -0.09 0.12
H -8.9171 17.2427 -2.7110 -0.12 0.04 -0.19
H -12.3781 18.8747 0.4341 0.13 -0.22 0.06
H -12.7825 20.4101 0.0492 -0.56 -0.29 0.29
C -11.6906 21.1970 3.5083 -0.95 -0.77 0.31
C -13.0809 20.9737 2.8478 1.24 1.18 -0.82
C -14.2733 21.1419 3.7638 0.28 0.44 1.04
O -14.0335 20.4567 4.9965 -0.35 -0.53 -0.26
C -15.1925 20.3642 5.7859 -0.38 -0.26 0.00
N -13.1435 21.9311 1.7301 -0.23 -0.50 -0.11
H -11.7907 20.7862 4.5149 0.55 0.30 0.14
H -11.3724 22.2378 3.4880 -0.31 0.14 0.26
H -10.9168 20.6437 2.9773 -0.08 -0.13 -0.10
H -13.0725 19.9613 2.4396 -0.19 -0.10 0.04
H -15.1846 20.8411 3.2306 -0.05 -0.46 0.19
H -14.4553 22.1836 4.0602 0.28 0.31 -0.45
H -16.0137 19.9844 5.1681 -0.20 0.13 0.13
H -15.4894 21.3092 6.2549 0.05 0.22 -0.29
H -15.0603 19.6612 6.6089 0.39 -0.09 -0.15
H -13.9194 21.7579 1.0813 -0.14 -0.06 0.15
H -13.2251 22.8634 2.1218 0.01 0.12 -0.02
C -21.4291 20.6418 -6.9715 0.59 -0.57 0.54
C -22.2370 19.4275 -6.4556 -0.11 0.91 -1.15
C -22.2615 19.3568 -4.9357 0.06 0.06 -0.18
O -20.9291 19.4397 -4.4791 -0.02 0.01 -0.26
C -20.7534 19.7687 -3.1134 0.33 -0.01 -0.78
N -23.6069 19.5040 -6.9920 -0.37 0.42 0.57
H -21.3894 20.7292 -8.0578 -0.14 -0.36 -0.05
H -20.4051 20.5448 -6.6031 0.03 0.29 -0.08
H -21.8493 21.5850 -6.6128 -0.06 -0.08 0.23
H -21.8181 18.4843 -6.8127 0.27 0.12 -0.08
H -22.7222 18.4000 -4.6703 -0.07 0.03 0.31
H -22.8508 20.1750 -4.5044 -0.14 0.07 -0.07
H -21.0206 20.8076 -2.8942 -0.38 -0.07 0.02
H -19.6681 19.7152 -3.0079 -0.07 -0.28 0.60
H -21.3144 19.0696 -2.4926 0.17 0.09 0.26
H -23.5814 19.6661 -7.9936 0.25 -0.42 -0.09
H -23.9662 20.4034 -6.6681 -0.26 -0.22 0.18
C -20.4127 17.5617 1.1920 -0.11 0.66 -0.02
C -19.8068 18.4148 0.0750 -0.09 -0.76 0.35
C -19.6098 19.8586 0.5193 -0.28 -0.03 -0.12
O -20.9014 20.4222 0.6389 -0.51 0.22 0.02
C -20.8469 21.7607 1.0657 0.79 0.31 -0.10
N -18.5414 17.8143 -0.3530 -0.22 0.47 -1.00
H -20.5105 16.5141 0.9091 -0.03 0.02 -0.12
H -21.3924 17.9760 1.4341 -0.05 -0.21 0.13
H -19.7834 17.6208 2.0824 0.03 -0.06 0.02
H -20.5139 18.4357 -0.7582 -0.12 0.11 0.08
H -19.0303 20.4391 -0.2122 0.05 -0.21 0.04
H -19.0961 19.9233 1.4877 0.11 -0.10 0.03
H -21.8247 22.2223 1.1744 -0.23 -0.49 0.13
H -20.3065 22.3929 0.3516 0.02 -0.10 -0.17
H -20.2729 21.8242 1.9980 -0.22 0.10 0.22
H -18.7474 16.9730 -0.8922 -0.09 -0.23 0.44
H -18.1997 18.4133 -1.1190 0.61 0.11 0.38
C -18.6148 16.6885 -5.8987 -0.35 1.39 -0.06
C -17.5759 17.3971 -5.0237 0.54 -0.98 0.66
C -17.2932 18.8301 -5.3745 -0.47 0.64 -1.39
O -16.7836 18.8293 -6.7231 0.32 0.50 0.44
C -16.3801 20.1367 -7.0970 -0.14 -0.97 -0.90
N -17.9404 17.2519 -3.6063 -0.07 0.03 -0.19
H -18.6937 15.6148 -5.7572 0.27 -0.02 0.11
H -18.4880 16.9515 -6.9491 0.31 -0.31 -0.04
H -19.5772 17.1495 -5.6440 -0.14 -0.21 0.10
H -16.5970 16.9182 -5.1566 -0.09 -0.31 -0.05
H -16.5739 19.3202 -4.7093 0.16 -0.35 0.24
H -18.1910 19.4653 -5.3407 -0.22 -0.15 0.03
H -15.6905 20.5523 -6.3607 -0.31 0.09 0.01
H -17.2667 20.7279 -7.3430 0.04 0.51 0.66
H -15.8503 20.0892 -8.0516 0.17 -0.32 0.09
H -17.4872 17.9983 -3.0689 -0.01 -0.02 0.12
H -18.9423 17.4039 -3.5312 0.00 0.04 0.07
C -17.2739 26.1220 -4.9110 -0.62 -0.12 -0.89
C -15.9707 25.8533 -4.1953 -0.83 0.23 0.24
C -14.9361 25.2731 -5.1550 0.49 1.44 0.30
O -15.3671 24.2002 -5.9210 -0.46 -0.28 -0.58
C -15.5472 22.9843 -5.2166 0.43 0.59 0.05
N -15.4809 27.1340 -3.6513 0.85 -0.48 -0.85
H -18.1018 26.2727 -4.2192 0.04 0.27 -0.03
H -17.6030 25.3442 -5.6057 0.23 -0.48 0.44
H -17.1665 26.9648 -5.5991 0.08 0.34 0.44
H -16.1577 25.1547 -3.3674 -0.08 -0.25 -0.22
H -13.9789 25.1202 -4.6326 -0.04 -0.67 0.26
H -14.6692 26.1044 -5.8178 -0.29 -0.21 -0.38
H -15.9493 22.2110 -5.8678 0.02 0.58 -0.14
H -16.2288 23.0780 -4.3681 0.02 0.08 0.16
H -14.5544 22.6726 -4.8764 -1.32 0.85 -0.36
H -16.0238 27.4747 -2.8707 -0.09 -0.16 0.09
H -14.5322 26.9527 -3.3335 -0.23 0.60 0.11
C -16.6144 17.9621 2.5039 -0.28 -0.79 -0.02
C -15.3104 17.8833 1.7136 -0.27 1.77 -0.17
C -14.2697 16.9052 2.2405 -1.17 -0.57 0.23
O -13.0701 16.9095 1.5061 0.43 0.48 -0.38
C -12.4045 15.6746 1.5595 0.03 -0.86 0.84
N -15.6171 17.7267 0.2663 -0.15 -1.28 0.92
H -16.4938 18.3149 3.5300 0.13 -0.38 0.08
H -17.1406 17.0043 2.4269 0.02 -0.07 0.51
H -17.3079 18.6501 2.0237 0.27 0.22 -0.18
H -14.9342 18.9047 1.8630 0.54 -0.13 -0.45
H -14.7010 15.8948 2.2341 -0.11 -0.12 -0.30
H -14.1026 17.0885 3.3066 0.25 0.34 0.04
H -12.8088 14.9471 0.8486 -0.07 0.11 -0.17
H -12.5057 15.2235 2.5553 -0.17 0.02 0.01
H -11.3240 15.7283 1.4358 -0.05 0.64 -0.44
H -15.8107 16.7288 0.1432 0.45 -0.04 -0.18
H -16.5781 18.0402 0.0831 0.11 0.52 0.22
```
Forces are in eV/Å.

Output
Net charge: 0
Multiplicity: 5
Highest occupied orbital energy (spin up / spin down) in hartree: -0.22143 / -0.28432
<S²>: 6.01
HOMO-LUMO gap (spin up / spin down) in eV: 6.25 / 7.96
F_max in eV Å⁻¹: 2.10
DFT total energy in a.u.: -4624.7613

Results of the Löwdin charge analysis, in e, for atoms 1 through 8: atom 1 (Cr): 0.7304, atom 2 (O): -0.3604, atom 3 (C): -0.3227, atom 4 (C): -0.3269, atom 5 (O): -0.3832, atom 6 (H): 0.0881, atom 7 (H): 0.0779, atom 8 (H): 0.0846